17
Properties=species:S:1:pos:R:3:forces:R:3 method="wB97M-V/def2-TZVPD" homo_lumo_gap_ev=9.556 smiles=F[C@@H]1[C@@H]2CC[C@@]1(S)C2 multiplicity=1 homo_ev=-9.066 energy_ha=-731.9331 lumo_energy_ev=0.489 relative_energy_kj_mol=351.0 total_charge=0
F 1.9933 0.0616 0.9852 2.599 0.169 6.434
C 1.4179 0.1131 -0.1194 -1.023 -0.398 -5.770
C 0.3801 1.2631 -0.4111 -0.351 -0.955 -1.492
C -0.5877 1.1623 0.7586 -0.623 1.642 1.368
C -0.6102 -0.4348 0.8947 1.087 2.513 4.167
C 0.0866 -0.7988 -0.2582 3.687 -1.545 -4.135
S 0.0952 -2.6897 -0.6578 -1.289 1.104 3.968
C -0.2537 0.2324 -1.3559 -3.367 -2.033 1.029
H 2.3205 -0.0404 -0.8374 -2.273 0.214 -0.088
H 0.4008 2.1585 -1.0141 1.201 0.869 0.772
H -0.4118 1.8859 1.6429 0.748 -1.854 -0.848
H -1.5697 1.6406 0.5084 0.409 -1.099 -0.469
H -0.0153 -0.8522 1.7545 -0.981 0.695 -0.224
H -1.5655 -0.7691 0.8981 -3.024 -1.185 0.287
H -0.4885 -3.0993 0.8354 1.426 0.884 -3.578
H 0.2123 -0.1368 -2.2575 0.125 0.842 -0.523
H -1.4043 0.3036 -1.3665 1.648 0.138 -0.897



38
Properties=species:S:1:pos:R:3:forces:R:3 method="wB97M-V/def2-TZVPD" homo_lumo_gap_ev="5.517 / 6.673" multiplicity=1 homo_ev="-15.785 / -16.210" energy_ha=-2133.8087 lumo_energy_ev="-10.268 / -9.538" total_charge=+2
Cl -1.9672 3.4385 -3.1639 0.501 -0.966 0.923
C -0.8596 -1.3815 -2.5426 0.417 -0.355 -0.793
C 0.5420 -1.5496 -2.3704 -0.398 -0.209 -0.189
C 1.2033 -0.5396 -3.1087 -0.155 0.376 -0.255
H 1.0310 -2.3800 -1.8480 -0.277 0.566 0.019
C 0.2223 0.2633 -3.7785 -0.540 -0.794 -0.010
C -1.0706 -0.2626 -3.4062 0.767 0.248 -0.402
H -2.0161 0.1217 -3.7786 0.120 -0.086 0.132
H -1.6258 -2.0924 -2.2205 0.261 0.592 0.269
H 2.2781 -0.4352 -3.2460 -0.222 0.021 0.157
C 0.4770 1.3580 -4.7501 0.053 0.389 0.032
Ti -0.1420 0.6026 -1.5801 -2.569 -0.942 1.375
C 1.7022 1.5026 -0.8527 4.651 3.165 3.141
O 2.5176 2.0692 -0.2558 -3.641 -2.687 -2.898
C -1.7755 2.3772 -1.5122 -0.101 0.468 -1.341
O -2.4310 2.7504 -0.6330 0.505 -0.718 0.279
H 1.4379 1.8527 -4.5492 -0.246 -0.135 -0.216
H -0.3297 2.0960 -4.6948 0.234 -0.100 -0.194
H 0.4939 0.9313 -5.7654 0.060 0.143 0.277
O -0.7937 -0.4076 -0.0107 0.916 0.872 -0.354
C -0.4410 -0.7967 1.1731 -1.292 -0.117 0.581
C 0.9899 -0.7930 1.5945 0.051 -0.179 -0.127
C 1.2692 0.3300 2.6040 0.210 0.191 0.108
C 0.8686 -0.0377 4.0313 0.162 0.352 0.206
C -0.6183 -0.2858 4.2358 -0.270 -0.087 0.142
C -1.1628 -1.4792 3.4593 -0.158 -0.217 -0.258
N -1.3984 -1.1519 2.0146 1.085 -0.226 -0.533
H 1.2109 -1.7738 2.0288 0.066 0.099 0.087
H 1.6335 -0.7075 0.7096 -0.251 0.011 0.030
H 2.3434 0.5576 2.5766 -0.246 -0.090 0.016
H 0.7439 1.2467 2.2892 0.109 -0.144 0.081
H 1.4483 -0.9105 4.3657 -0.114 0.148 -0.110
H 1.1572 0.7958 4.6806 0.048 -0.173 -0.051
H -0.7980 -0.5028 5.2935 0.069 0.049 -0.095
H -1.2048 0.6173 4.0102 0.097 -0.226 -0.020
H -0.4723 -2.3408 3.5408 -0.350 0.324 -0.176
H -2.1357 -1.8007 3.8466 0.247 0.112 -0.112
H -2.3275 -1.2822 1.6133 0.200 0.324 0.278



16
Properties=species:S:1:pos:R:3:forces:R:3 method="wB97M-V/def2-TZVPD" homo_lumo_gap_ev=4.633 multiplicity=1 homo_ev=-13.967 energy_ha=-971.0088 lumo_energy_ev=-9.334 relative_energy_kj_mol=487.6 total_charge=+1
N -0.9402 -0.9568 -0.4874 1.102 1.040 -0.179
C -1.0916 0.3761 0.0370 -1.219 -0.632 -0.933
C -2.1347 0.4020 1.1577 0.736 0.047 1.186
C 0.2799 1.0201 0.4385 0.665 1.468 -0.773
S 1.2242 1.2005 -1.0385 0.171 -0.833 0.842
S 3.1608 -1.6266 -1.2424 -0.272 -0.039 -0.142
H -0.4821 -1.5771 0.1637 -0.185 -0.387 0.273
H 3.4458 -0.4794 -1.8662 0.105 -0.017 -0.382
H -0.3654 -0.9185 -1.3320 -0.442 -0.410 -0.064
H -1.4065 0.9968 -0.8014 -0.465 -0.065 0.061
H -3.0923 -0.0460 0.9186 0.092 -0.051 -0.613
H -2.3323 1.3917 1.5664 0.162 0.138 -0.224
H -1.7269 -0.1869 1.9889 -0.088 0.028 0.001
H 0.7913 0.4594 1.2303 0.004 -0.103 -0.028
H 0.2817 2.0896 0.7340 -0.289 -0.473 0.647
H 4.3883 -2.1450 -1.4671 -0.076 0.289 0.328



149
Properties=species:S:1:pos:R:3:forces:R:3 method="wB97M-V/def2-TZVPD" homo_lumo_gap_ev="7.363 / 4.955" multiplicity=6 s_squared=8.776 homo_ev="-12.209 / -12.403" energy_ha=-7965.6625 lumo_energy_ev="-4.846 / -7.448" relative_energy_kj_mol=0.0 total_charge=+2
Ru -1.0824 0.4270 0.5565 0.094 0.139 -0.086
N 2.6550 -6.5316 -3.2199 -0.179 0.002 -0.035
C 1.8619 -6.0404 -2.2361 -0.241 0.207 -0.255
C 0.7153 -6.7426 -1.8218 -0.174 0.139 -0.188
C -0.1177 -6.2175 -0.8642 -0.026 -0.041 -0.037
C 0.1955 -4.9919 -0.2696 0.136 0.045 -0.224
C 1.3393 -4.2887 -0.6622 -0.185 -0.043 0.050
C 2.1585 -4.7995 -1.6346 -0.100 0.093 -0.279
S -0.9353 -4.2806 0.8162 0.076 0.065 0.116
O -2.1939 -4.9473 0.6651 0.014 0.117 0.056
O -0.4049 -4.0912 2.1647 -0.157 -0.136 0.015
N -1.0110 -2.6805 0.3929 -0.503 0.026 -0.204
C -1.7609 -2.2718 -0.6957 0.107 0.175 0.208
S -2.3137 -3.2817 -1.9708 0.044 -0.179 0.084
C -3.0270 -1.9193 -2.7400 -0.039 -0.041 -0.053
C -2.8205 -0.8111 -2.0110 0.161 0.111 0.215
N -2.0917 -0.9994 -0.8438 0.120 -0.416 -0.020
H 2.5143 -7.4603 -3.5741 -0.047 -0.023 -0.026
H 3.5168 -6.0763 -3.4580 -0.129 0.054 -0.063
H 0.4806 -7.7008 -2.2727 0.037 0.069 0.025
H -1.0143 -6.7485 -0.5677 0.052 0.055 -0.027
H 1.5684 -3.3287 -0.2145 -0.069 -0.055 -0.064
H 3.0464 -4.2554 -1.9412 -0.167 -0.079 0.012
H -3.5686 -2.0190 -3.6685 0.054 0.001 0.075
H -3.1764 0.1767 -2.2642 0.082 -0.092 0.028
C 5.2926 -0.4627 1.3803 -0.089 -0.050 -0.045
C 5.5869 0.1681 0.0110 -0.044 -0.099 -0.059
C 7.0530 0.6217 -0.0059 0.065 0.019 0.006
C 4.7299 1.4440 -0.1012 0.086 -0.010 0.004
C 5.3266 -0.8172 -1.1979 -0.134 0.185 0.014
O 5.2227 -0.0699 -2.4110 -0.015 0.002 0.123
C 6.4455 -1.8561 -1.4601 0.113 0.043 -0.003
C 6.8668 -2.9233 -0.4370 -0.121 -0.045 -0.062
C 5.8926 -4.0702 -0.2873 0.075 -0.041 0.005
C 5.7331 -4.9833 -1.3301 -0.022 -0.032 -0.010
C 4.8650 -6.0596 -1.2208 0.309 -0.107 0.131
C 4.1256 -6.2196 -0.0584 0.229 -0.152 0.094
Cl 2.9956 -7.5294 0.0668 0.444 -0.184 0.410
C 4.2775 -5.3422 1.0002 0.039 0.012 0.007
C 5.1673 -4.2802 0.8812 -0.086 0.022 0.047
C 4.0036 -1.6050 -1.1417 -0.125 0.089 0.054
N 2.7541 -0.8358 -1.0911 0.301 0.166 -0.107
C 1.9239 -0.6914 -0.0666 0.066 0.022 0.068
N 0.9211 0.1080 -0.4098 -0.031 -0.016 -0.215
C 1.2085 0.4170 -1.7163 0.031 0.012 0.010
N 2.3064 -0.1319 -2.1578 -0.044 -0.143 0.211
H 5.4255 0.2934 2.1593 -0.009 -0.036 -0.054
H 5.9531 -1.2907 1.6260 0.033 -0.025 -0.025
H 4.2628 -0.8294 1.4563 0.138 0.040 -0.051
H 7.2057 1.3899 0.7561 -0.009 -0.056 -0.043
H 7.3339 1.0703 -0.9647 -0.028 -0.030 0.073
H 7.7484 -0.1923 0.2056 -0.035 0.025 -0.003
H 5.0123 2.1216 0.7106 -0.020 -0.058 -0.086
H 3.6620 1.2597 -0.0027 -0.103 -0.070 0.001
H 4.8904 1.9587 -1.0458 0.010 -0.010 -0.014
H 6.0864 0.3046 -2.6224 -0.033 -0.016 0.005
H 7.3322 -1.2749 -1.7198 0.027 -0.002 0.010
H 6.1583 -2.3642 -2.3851 -0.002 0.009 0.002
H 7.0972 -2.4921 0.5330 -0.041 0.048 0.077
H 7.8123 -3.3356 -0.7961 0.002 -0.002 -0.031
H 6.3155 -4.8646 -2.2392 -0.002 -0.016 0.056
H 4.7609 -6.7778 -2.0259 0.174 0.042 0.261
H 3.7120 -5.4967 1.9102 0.020 0.011 -0.018
H 5.2975 -3.6073 1.7245 0.011 -0.045 -0.060
H 3.9904 -2.2701 -0.2816 -0.002 -0.039 0.017
H 3.9444 -2.2078 -2.0463 0.034 0.016 -0.017
H 2.0752 -1.1600 0.8942 -0.041 0.082 -0.138
H 0.5864 1.0490 -2.3306 0.038 -0.043 0.059
C -6.3482 4.6137 -2.9600 -0.092 0.142 -0.135
Si -5.5119 3.3673 -1.8533 -0.029 -0.036 0.000
C -5.4703 1.6893 -2.6626 -0.001 -0.224 -0.059
C -6.3695 3.2403 -0.2080 -0.092 0.022 0.201
Si -3.3493 4.2584 -1.6450 0.035 0.118 0.101
Te -1.7886 2.3523 -0.9103 -0.016 0.335 -0.379
Si -2.3145 4.6591 -3.7297 0.023 -0.037 0.013
C -2.7061 3.2262 -4.8605 -0.057 -0.155 -0.112
C -0.4693 4.8144 -3.5023 0.184 0.029 0.061
C -3.0228 6.2495 -4.3942 -0.073 0.173 -0.110
Si -3.1641 6.1202 -0.2077 0.048 -0.044 0.006
C -1.3835 6.6804 -0.2297 0.180 0.084 -0.010
C -3.7464 5.7785 1.5258 -0.054 -0.049 0.211
C -4.2916 7.3840 -0.9877 -0.127 0.144 -0.090
H -7.4046 4.3414 -3.0638 0.074 0.049 -0.011
H -5.9092 4.6238 -3.9635 -0.055 0.005 0.108
H -6.3051 5.6314 -2.5568 -0.012 -0.129 -0.057
H -6.4961 1.3911 -2.9050 0.075 -0.010 -0.006
H -5.0670 0.9325 -1.9797 -0.116 0.113 -0.081
H -4.8895 1.6785 -3.5904 -0.057 -0.003 0.102
H -7.4055 2.9224 -0.3701 0.070 0.023 0.031
H -6.3964 4.1973 0.3222 -0.011 -0.107 -0.054
H -5.8946 2.4993 0.4419 -0.029 0.063 -0.025
H -2.4924 2.2601 -4.3888 -0.002 0.083 -0.056
H -2.0958 3.2938 -5.7675 -0.069 -0.011 0.058
H -3.7576 3.2320 -5.1661 0.099 -0.019 0.028
H -0.0321 3.9202 -3.0469 -0.018 0.077 -0.054
H -0.2127 5.6742 -2.8754 -0.008 -0.091 -0.065
H 0.0098 4.9543 -4.4774 -0.037 0.010 0.075
H -4.1158 6.2825 -4.3437 0.123 0.005 -0.018
H -2.7372 6.3511 -5.4475 -0.029 0.028 0.091
H -2.6260 7.1183 -3.8591 -0.051 -0.082 -0.061
H -0.6783 5.8436 -0.2037 -0.046 0.082 0.012
H -1.1805 7.3159 0.6389 -0.004 -0.021 -0.088
H -1.1720 7.2692 -1.1285 0.000 -0.071 0.082
H -3.0876 5.1011 2.0744 -0.044 0.122 -0.081
H -4.7572 5.3582 1.5419 0.125 0.045 0.024
H -3.7725 6.7298 2.0694 -0.007 -0.071 -0.027
H -4.1241 7.5131 -2.0615 -0.027 -0.008 0.145
H -4.1128 8.3517 -0.5043 -0.043 -0.065 -0.054
H -5.3444 7.1276 -0.8286 0.105 0.038 -0.030
C -3.3332 2.4587 2.4578 -0.258 0.027 0.066
Si -1.5305 1.9862 2.4136 -0.062 0.062 0.288
C -0.3668 3.4340 2.1620 0.064 0.165 -0.037
C -1.1666 1.3101 4.1333 0.048 -0.256 0.087
Ge -1.0547 -1.6880 2.1408 0.039 -0.516 -0.076
Si 1.0755 -1.6568 3.3973 -0.197 -0.014 -0.126
C 0.4305 -2.0235 5.0993 0.007 -0.068 0.185
C 2.2025 -3.0223 2.8377 0.181 -0.212 -0.051
C 1.9578 -0.0149 3.2782 0.081 0.172 0.096
Si -3.2980 -2.1222 3.0585 0.064 0.169 -0.053
C -3.4124 -3.8987 3.5710 0.085 -0.077 0.177
C -3.5186 -1.0412 4.5557 -0.120 0.160 0.175
C -4.4864 -1.6456 1.7045 -0.214 -0.143 -0.064
H -3.4810 3.2144 3.2406 -0.028 -0.133 -0.077
H -3.9469 1.5905 2.7255 0.047 0.087 -0.065
H -3.7079 2.8607 1.5154 0.003 -0.007 0.081
H -0.8222 4.2248 1.5575 0.029 -0.054 0.038
H 0.5609 3.1378 1.6631 -0.019 0.006 0.053
H -0.0973 3.8580 3.1357 -0.038 0.009 -0.085
H -1.8139 1.8650 4.8256 0.101 -0.059 -0.050
H -0.1335 1.4956 4.4252 0.033 -0.016 -0.009
H -1.3873 0.2477 4.2811 0.092 0.287 -0.059
H -0.0843 -2.9882 5.1304 0.029 0.073 -0.007
H -0.2321 -1.2514 5.4943 0.056 -0.036 -0.014
H 1.2987 -2.0901 5.7668 -0.094 -0.011 0.002
H 1.8145 -3.9884 3.1677 0.073 0.100 -0.041
H 3.1796 -2.8513 3.3064 -0.038 -0.028 -0.032
H 2.3570 -3.0930 1.7564 0.015 0.004 0.160
H 2.0549 0.4212 4.2768 -0.014 0.008 -0.064
H 1.4523 0.7118 2.6437 -0.040 0.086 -0.023
H 2.9688 -0.1517 2.8878 -0.073 0.027 0.060
H -2.5021 -4.2492 4.0640 -0.080 0.020 -0.013
H -3.6201 -4.5622 2.7368 0.002 -0.051 -0.071
H -4.2337 -3.9613 4.2946 0.045 -0.063 -0.076
H -2.7232 -1.1698 5.2959 -0.108 0.002 -0.046
H -4.4556 -1.3557 5.0326 0.079 0.046 -0.039
H -3.6088 0.0230 4.3182 0.007 -0.187 0.063
H -4.1062 -0.8329 1.0900 0.016 0.147 -0.055
H -5.4330 -1.3181 2.1487 0.053 -0.074 -0.048
H -4.6979 -2.4955 1.0477 0.032 0.076 0.036